Molecular formula: C4H12
Method: DFT, ωB97M-V/def2-TZVPD

Structure (XYZ):
```
16
C4H12 | the Open Molecules 2025 dataset | ωB97M-V/def2-TZVPD
C 1.87 0.11 -0.38
C 1.64 0.21 -1.86
H 1.74 1.12 0.10
H 1.31 -0.61 0.24
H 2.88 -0.22 -0.20
H 1.69 -0.70 -2.47
H 2.55 0.69 -2.29
H 0.71 0.70 -2.19
C -1.10 -0.15 0.99
C -2.59 -0.19 1.29
H -0.70 0.69 0.38
H -0.42 -0.12 1.83
H -0.65 -0.93 0.35
H -3.25 -0.12 0.41
H -2.75 0.63 1.96
H -2.94 -1.09 1.83
```

**Kohn-Sham gap**: 12.34 eV
**LUMO**: 1.1 eV
**SMILES**: CC.CC
**Energy**: -4341.8988 eV
**HOMO energy**: -11.230 eV

These are the Löwdin partial charges, in e, on atoms 1 to 6:
1. C -0.201
2. C -0.185
3. H 0.088
4. H 0.038
5. H 0.058
6. H 0.061

Molecular formula: C10H9N2O5SeTi
Method: DFT, ωB97M-V/def2-TZVPD

Structure (XYZ):
```
28
C10H9N2O5SeTi | the Open Molecules 2025 dataset | ωB97M-V/def2-TZVPD
O 0.76 1.38 -6.71
C 0.07 1.26 -5.84
Ti -1.05 -0.39 -1.57
O -2.38 1.43 -3.71
C -1.94 0.71 -2.93
C -2.59 -0.49 -0.36
O -3.45 -0.47 0.39
C 0.02 -1.76 -0.70
O 0.72 -2.48 -0.15
C -1.81 -2.01 -2.70
O -2.16 -2.88 -3.36
H 0.08 -0.55 -2.74
C 2.88 1.12 0.52
N 1.84 0.60 1.45
C 2.08 0.01 2.71
C 0.92 -0.27 3.26
N -0.09 0.12 2.37
C -1.54 -0.05 2.65
C 0.47 0.66 1.23
Se -0.30 1.49 -0.23
H 2.83 0.59 -0.42
H 3.85 0.95 0.97
H 2.73 2.18 0.37
H 3.05 -0.11 3.07
H 0.67 -0.70 4.18
H -1.65 -0.34 3.70
H -2.08 0.88 2.48
H -1.93 -0.87 2.06
```

**Kohn-Sham gap (spin up / spin down)**: 7.18 / 7.61 eV
**LUMO (spin up / spin down)**: -4.6 / -5.1 eV
**Energy**: -112186.4582 eV
**Charge**: +1
**Spin multiplicity**: 3
**HOMO energy (spin up / spin down)**: -11.794 / -12.696 eV

These are the Löwdin partial charges, in e, on atoms 1 to 6:
1. O 0.065
2. C -0.006
3. Ti -0.027
4. O 0.152
5. C -0.193
6. C -0.176

Molecular formula: C14H31AuN3O2Ta
Method: DFT, ωB97M-V/def2-TZVPD

Structure (XYZ):
```
52
C14H31AuN3O2Ta | the Open Molecules 2025 dataset | ωB97M-V/def2-TZVPD
N -1.46 0.65 -1.85
C -2.42 0.39 -2.59
O -3.33 0.14 -3.29
Au 2.02 2.09 -1.05
Ta -0.13 0.53 -0.40
N -0.62 1.80 1.02
N 1.89 0.01 -0.44
C -2.04 2.11 1.36
C 2.74 -0.73 -1.42
C -2.43 3.27 0.45
C -2.15 2.52 2.83
C -2.92 0.90 1.12
C 4.15 -0.11 -1.40
C 2.84 -2.21 -1.04
C 2.10 -0.57 -2.79
H -1.78 4.13 0.62
H -3.47 3.56 0.67
H -2.35 2.98 -0.61
H -1.73 1.75 3.49
H -3.22 2.64 3.07
H -1.66 3.48 3.03
H -2.92 0.57 0.07
H -3.95 1.18 1.37
H -2.62 0.06 1.78
H 4.11 0.98 -1.59
H 4.75 -0.58 -2.19
H 4.63 -0.28 -0.43
H 3.42 -2.35 -0.12
H 3.36 -2.74 -1.85
H 1.84 -2.65 -0.92
H 1.10 -1.03 -2.82
H 2.74 -1.07 -3.53
H 2.02 0.49 -3.07
C 2.25 -0.19 1.00
H 1.39 0.05 1.65
H 2.53 -1.24 1.19
H 3.09 0.47 1.28
C 0.34 2.77 1.59
H 0.74 2.39 2.55
H 1.18 2.95 0.90
H -0.17 3.74 1.73
C -0.98 -3.28 1.31
C -0.79 -2.78 -0.11
C -1.92 -2.99 -1.07
O -0.57 -1.24 0.00
H -1.93 -2.91 1.73
H -0.16 -2.96 1.96
H -1.02 -4.38 1.32
H 0.15 -3.16 -0.53
H -2.86 -2.64 -0.64
H -1.75 -2.45 -2.01
H -2.02 -4.05 -1.32
```

**Kohn-Sham gap**: 6.45 eV
**LUMO**: -9.4 eV
**Energy**: -28815.1512 eV
**Charge**: +2
**HOMO energy**: -15.844 eV

These are the Löwdin partial charges, in e, on atoms 1 to 6:
1. N -0.085
2. C -0.350
3. O 0.230
4. Au 0.873
5. Ta 1.684
6. N -0.283

In order of appearance, relative energy (zero: lowest compared OMol25 entry of this formula, charge and spin) = 60.73, 0.00, 24.07 kJ/mol.